ORCA calculation (ωB97M-V/def2-TZVPD) on 3 unconnected molecules or ions with the total composition C3H8N4O2.

Computed properties:
energy	-488.57956	Ha
frontier orbital gap	11.43	eV
maximum force	2.94	eV Å⁻¹
HOMO energy	-0.3801	hartree
SMILES	N#[N+][O-].CCCO.N#N

CARTESIAN COORDINATES (ANGSTROEM)
1 N 2.910 -2.060 0.742
2 N 3.098 -1.238 1.458
3 O 3.292 -0.374 2.191
4 C 0.574 1.190 -0.610
5 C -0.142 0.450 0.512
6 C -0.433 -0.999 0.133
7 O -0.993 -1.654 1.253
8 H 1.549 0.748 -0.804
9 H -0.007 1.142 -1.527
10 H 0.713 2.234 -0.346
11 H -1.089 0.943 0.741
12 H 0.459 0.462 1.423
13 H -1.131 -1.021 -0.715
14 H 0.495 -1.504 -0.175
15 H -1.289 -2.528 0.990
16 N 1.098 -4.401 -0.391
17 N 1.801 -4.710 0.395

Quick look at the natural (NBO) charges, all values in e: atom 1 (N): -0.11, atom 2 (N): 0.44, atom 3 (O): -0.33, atom 4 (C): -0.60, atom 5 (C): -0.41, atom 6 (C): -0.06, atom 7 (O): -0.73, atom 8 (H): 0.20, atom 9 (H): 0.20, atom 10 (H): 0.21, atom 11 (H): 0.20, atom 12 (H): 0.20, atom 13 (H): 0.15, atom 14 (H): 0.15, atom 15 (H): 0.47, atom 16 (N): -0.01, atom 17 (N): 0.01

***

ORCA calculation (ωB97M-V/def2-TZVPD) on 2 unconnected molecules or ions with the total composition C3H8N5.

Computed properties:
energy	-392.48480	Ha
frontier orbital gap	4.74	eV
maximum force	5.80	eV Å⁻¹
HOMO energy	-0.4531	hartree
net charge	+1

CARTESIAN COORDINATES (ANGSTROEM)
1 C 1.287 1.051 0.968
2 C -0.616 -0.899 0.950
3 C 0.813 -1.189 1.509
4 N 1.571 0.016 1.588
5 N 0.273 1.028 0.087
6 N -0.612 0.143 0.209
7 N -1.676 -1.629 1.323
8 N -0.251 1.648 -3.639
9 H 1.881 1.889 1.076
10 H 0.764 -1.693 2.512
11 H 1.152 -1.941 0.844
12 H -0.128 2.497 -4.060
13 H -1.425 -2.619 1.628
14 H -2.543 -1.317 1.018
15 H 0.513 1.652 -2.899
16 H -1.000 1.364 -3.115

Quick look at the natural (NBO) charges, all values in e: atom 1 (C): 0.19, atom 2 (C): 0.49, atom 3 (C): -0.35, atom 4 (N): -0.23, atom 5 (N): 0.02, atom 6 (N): -0.16, atom 7 (N): -0.66, atom 8 (N): -1.07, atom 9 (H): 0.23, atom 10 (H): 0.30, atom 11 (H): 0.28, atom 12 (H): 0.37, atom 13 (H): 0.45, atom 14 (H): 0.44, atom 15 (H): 0.33, atom 16 (H): 0.36

***

ORCA calculation (ωB97M-V/def2-TZVPD) on a gas-phase ion, C3H8N5 (charge +1).

Computed properties:
energy	-392.52640	Ha
frontier orbital gap	10.57	eV
maximum force	3.95	eV Å⁻¹
HOMO energy	-0.5255	hartree
SMILES	NC1=N[N@H+](N)N=CC1
net charge	+1

CARTESIAN COORDINATES (ANGSTROEM)
1 N -1.969 -1.208 -0.120
2 C -0.824 -0.540 0.203
3 N -0.835 0.697 -0.235
4 N 0.327 1.487 0.298
5 N 0.120 2.820 -0.050
6 N 1.540 0.819 -0.115
7 C 1.607 -0.394 0.163
8 C 0.385 -1.121 0.828
9 H -2.207 -2.098 0.226
10 H -2.523 -0.786 -0.805
11 H 0.425 1.395 1.282
12 H 0.267 2.773 -1.096
13 H -0.859 2.976 -0.018
14 H 2.467 -0.898 -0.331
15 H 0.349 -2.199 0.675
16 H 0.416 -0.757 1.845

Quick look at the natural (NBO) charges, all values in e: atom 1 (N): -0.74, atom 2 (C): 0.46, atom 3 (N): -0.39, atom 4 (N): 0.02, atom 5 (N): -0.57, atom 6 (N): -0.23, atom 7 (C): 0.16, atom 8 (C): -0.56, atom 9 (H): 0.42, atom 10 (H): 0.42, atom 11 (H): 0.41, atom 12 (H): 0.38, atom 13 (H): 0.39, atom 14 (H): 0.27, atom 15 (H): 0.28, atom 16 (H): 0.27

***

ORCA calculation (ωB97M-V/def2-TZVPD) on a gas-phase ion, C3H8N5 (charge +1).

Computed properties:
energy	-392.46612	Ha
frontier orbital gap	9.02	eV
maximum force	4.27	eV Å⁻¹
HOMO energy	-0.4807	hartree
SMILES	C#[N+]CCN/N=N\N
net charge	+1

CARTESIAN COORDINATES (ANGSTROEM)
1 C -0.099 1.192 -1.596
2 N -1.038 0.503 -1.727
3 C -1.543 -0.688 -1.193
4 C -0.619 -1.358 -0.098
5 N 0.153 -0.450 0.712
6 N 0.897 0.477 0.079
7 N 1.668 1.261 0.652
8 N 1.862 1.000 1.934
9 H 0.260 2.063 -1.949
10 H -1.778 -1.427 -2.026
11 H -2.557 -0.303 -0.713
12 H -1.368 -1.999 0.482
13 H 0.235 -2.008 -0.551
14 H -0.173 0.006 1.551
15 H 2.468 1.683 2.286
16 H 1.632 0.048 2.156

Quick look at the natural (NBO) charges, all values in e: atom 1 (C): 0.44, atom 2 (N): -0.28, atom 3 (C): -0.28, atom 4 (C): -0.25, atom 5 (N): -0.49, atom 6 (N): -0.07, atom 7 (N): 0.06, atom 8 (N): -0.61, atom 9 (H): 0.24, atom 10 (H): 0.27, atom 11 (H): 0.26, atom 12 (H): 0.26, atom 13 (H): 0.24, atom 14 (H): 0.39, atom 15 (H): 0.43, atom 16 (H): 0.40

***

ORCA calculation (ωB97M-V/def2-TZVPD) on 2 unconnected molecules or ions with the total composition C3H8N5.

Computed properties:
energy	-392.64075	Ha
frontier orbital gap	9.67	eV
maximum force	4.40	eV Å⁻¹
HOMO energy	-0.4863	hartree
net charge	+1

CARTESIAN COORDINATES (ANGSTROEM)
1 C 3.269 -0.763 -0.129
2 C 1.639 0.644 0.153
3 C -2.318 0.378 -0.075
4 N 3.016 0.550 -0.032
5 N 2.115 -1.399 0.022
6 N 1.186 -0.530 0.261
7 N -1.642 -0.699 0.290
8 N -3.660 0.382 -0.182
9 H 4.285 -1.060 -0.198
10 H -1.724 1.300 -0.336
11 H -0.651 -0.692 0.263
12 H 0.989 1.436 0.356
13 H -2.060 -1.606 0.424
14 H -3.980 1.083 -0.843
15 H -4.168 -0.415 0.136
16 H 3.702 1.389 -0.109

Quick look at the natural (NBO) charges, all values in e: atom 1 (C): 0.17, atom 2 (C): 0.14, atom 3 (C): 0.40, atom 4 (N): -0.53, atom 5 (N): -0.27, atom 6 (N): -0.33, atom 7 (N): -0.70, atom 8 (N): -0.73, atom 9 (H): 0.23, atom 10 (H): 0.23, atom 11 (H): 0.45, atom 12 (H): 0.20, atom 13 (H): 0.42, atom 14 (H): 0.44, atom 15 (H): 0.43, atom 16 (H): 0.46

***

ORCA calculation (ωB97M-V/def2-TZVPD) on a gas-phase ion, C3H8N5 (charge +1).

Computed properties:
energy	-392.62519	Ha
frontier orbital gap	10.71	eV
maximum force	4.60	eV Å⁻¹
HOMO energy	-0.5161	hartree
SMILES	NC(=[NH2+])N1CCN=N1
net charge	+1

CARTESIAN COORDINATES (ANGSTROEM)
1 N -0.345 0.194 1.975
2 C 0.525 0.608 1.073
3 N 1.562 1.373 1.311
4 N 0.307 0.205 -0.324
5 C -0.613 -0.737 -0.945
6 C -0.092 -0.662 -2.402
7 N 1.029 0.242 -2.344
8 N 1.224 0.681 -1.236
9 H -1.142 -0.369 1.723
10 H -0.271 0.477 2.940
11 H 2.174 1.613 0.542
12 H 1.766 1.701 2.243
13 H -1.649 -0.398 -0.853
14 H -0.503 -1.736 -0.515
15 H 0.266 -1.612 -2.803
16 H -0.812 -0.251 -3.111

Quick look at the natural (NBO) charges, all values in e: atom 1 (N): -0.75, atom 2 (C): 0.70, atom 3 (N): -0.74, atom 4 (N): -0.29, atom 5 (C): -0.28, atom 6 (C): -0.31, atom 7 (N): -0.07, atom 8 (N): 0.01, atom 9 (H): 0.44, atom 10 (H): 0.43, atom 11 (H): 0.46, atom 12 (H): 0.43, atom 13 (H): 0.23, atom 14 (H): 0.23, atom 15 (H): 0.25, atom 16 (H): 0.25

***

ORCA calculation (ωB97M-V/def2-TZVPD) on a gas-phase ion, C3H8N5S (charge +1).

Computed properties:
energy	-790.66793	Ha
frontier orbital gap	8.31	eV
maximum force	3.41	eV Å⁻¹
HOMO energy	-0.4904	hartree
net charge	+1

CARTESIAN COORDINATES (ANGSTROEM)
1 C 0.762 0.057 -1.658
2 C 1.241 0.856 -0.566
3 C -1.110 -0.759 -2.779
4 N 2.375 1.329 -0.488
5 N 0.259 -0.273 1.450
6 N -0.476 -0.084 -1.696
7 N -1.027 0.041 3.411
8 N -0.131 -0.609 2.620
9 S -0.130 1.081 0.623
10 H 1.511 -0.117 -2.400
11 H -1.737 0.014 -3.326
12 H -1.813 -1.307 -2.225
13 H -0.559 -1.434 -3.358
14 H 2.762 1.971 0.169
15 H -0.955 0.948 3.122
16 H -0.928 -0.063 4.393
17 H -0.044 -1.650 2.708

Quick look at the natural (NBO) charges, all values in e: atom 1 (C): 0.01, atom 2 (C): 0.13, atom 3 (C): -0.45, atom 4 (N): -0.51, atom 5 (N): -0.28, atom 6 (N): -0.34, atom 7 (N): -0.58, atom 8 (N): -0.07, atom 9 (S): 0.58, atom 10 (H): 0.21, atom 11 (H): 0.24, atom 12 (H): 0.22, atom 13 (H): 0.21, atom 14 (H): 0.40, atom 15 (H): 0.37, atom 16 (H): 0.41, atom 17 (H): 0.44

***

ORCA calculation (ωB97M-V/def2-TZVPD) on a gas-phase ion, C3H8N5S (charge +1).

Computed properties:
energy	-790.69238	Ha
frontier orbital gap	8.94	eV
maximum force	4.34	eV Å⁻¹
HOMO energy	-0.4619	hartree
net charge	+1

CARTESIAN COORDINATES (ANGSTROEM)
1 C -0.365 -0.795 -0.003
2 C 0.629 -1.896 0.094
3 C -0.381 1.729 -0.032
4 N 3.525 0.610 -0.068
5 N 2.481 1.287 0.017
6 N 0.173 0.396 -0.087
7 N 1.556 0.318 -0.058
8 N -1.715 -1.026 -0.129
9 S 2.369 -1.226 0.090
10 H 0.513 -2.356 1.037
11 H 0.425 -2.651 -0.592
12 H -0.668 1.788 0.975
13 H 0.505 2.387 -0.020
14 H -1.033 1.881 -0.806
15 H 4.379 1.183 0.070
16 H -2.183 -1.848 0.120
17 H -2.263 -0.156 -0.049

Quick look at the natural (NBO) charges, all values in e: atom 1 (C): 0.55, atom 2 (C): -0.66, atom 3 (C): -0.44, atom 4 (N): -0.44, atom 5 (N): 0.05, atom 6 (N): -0.15, atom 7 (N): -0.23, atom 8 (N): -0.74, atom 9 (S): 0.53, atom 10 (H): 0.26, atom 11 (H): 0.26, atom 12 (H): 0.24, atom 13 (H): 0.27, atom 14 (H): 0.24, atom 15 (H): 0.40, atom 16 (H): 0.44, atom 17 (H): 0.41

***

ORCA calculation (ωB97M-V/def2-TZVPD) on a molecular structure, C3H8NO.

Computed properties:
energy	-249.03754	Ha
frontier orbital gap	7.47	eV
maximum force	2.44	eV Å⁻¹
HOMO energy	-0.1063	hartree
net charge	-1

CARTESIAN COORDINATES (ANGSTROEM)
1 C 0.769 -2.272 -0.262
2 O -0.366 -1.759 0.356
3 H 1.265 -2.926 0.484
4 H 0.581 -2.990 -1.228
5 H 1.519 -1.464 -0.533
6 C -1.422 2.022 -0.402
7 C -0.380 1.804 0.466
8 N 0.311 0.639 0.735
9 H -1.588 1.317 -1.220
10 H -1.933 2.998 -0.430
11 H 0.076 2.567 1.129
12 H 1.279 0.682 0.462
13 H -0.111 -0.619 0.443

Quick look at the natural (NBO) charges, all values in e: atom 1 (C): -0.22, atom 2 (O): -0.85, atom 3 (H): 0.12, atom 4 (H): 0.10, atom 5 (H): 0.13, atom 6 (C): -0.62, atom 7 (C): 0.06, atom 8 (N): -0.99, atom 9 (H): 0.19, atom 10 (H): 0.17, atom 11 (H): 0.12, atom 12 (H): 0.33, atom 13 (H): 0.46

***

ORCA calculation (ωB97M-V/def2-TZVPD) on a gas-phase ion, C3H8NO (charge -1).

Computed properties:
energy	-249.02304	Ha
frontier orbital gap	6.62	eV
maximum force	4.19	eV Å⁻¹
HOMO energy	-0.0819	hartree
SMILES	NCCC[O-]
net charge	-1

CARTESIAN COORDINATES (ANGSTROEM)
1 N -1.945 -0.542 -0.402
2 C -0.550 -0.775 0.010
3 C 0.134 0.541 0.226
4 C 1.707 0.443 0.018
5 O 2.199 1.578 -0.086
6 H -2.117 0.492 -0.615
7 H -2.669 -0.759 0.310
8 H -0.278 -1.693 0.585
9 H -0.173 -1.101 -1.059
10 H -0.250 1.362 -0.427
11 H -0.005 1.039 1.260
12 H 1.919 -0.431 -0.878
13 H 2.027 -0.154 1.057

Quick look at the natural (NBO) charges, all values in e: atom 1 (N): -0.87, atom 2 (C): -0.25, atom 3 (C): -0.47, atom 4 (C): 0.11, atom 5 (O): -0.89, atom 6 (H): 0.35, atom 7 (H): 0.33, atom 8 (H): 0.20, atom 9 (H): 0.17, atom 10 (H): 0.18, atom 11 (H): 0.17, atom 12 (H): -0.01, atom 13 (H): -0.02

***

ORCA calculation (ωB97M-V/def2-TZVPD) on a gas-phase ion, C3H8NO (charge -2).

Computed properties:
energy	-248.87974	Ha
frontier orbital gap (alpha / beta)	2.86 / 6.60	eV
spin multiplicity	2
<S²>	0.751
maximum force	3.41	eV Å⁻¹
HOMO energy (alpha / beta)	0.1672 / 0.0272	hartree
net charge	-2

CARTESIAN COORDINATES (ANGSTROEM)
1 C -0.493 -0.401 -0.019
2 N 0.533 0.545 -0.338
3 C 0.298 2.055 0.249
4 O 1.116 2.115 1.231
5 C -0.092 -1.912 -0.323
6 H -1.357 -0.313 -0.689
7 H -0.912 -0.328 1.003
8 H 1.466 0.160 -0.032
9 H 0.445 2.754 -0.592
10 H -0.809 2.097 0.582
11 H -0.212 -2.044 -1.366
12 H 0.944 -2.192 0.144
13 H -0.925 -2.537 0.151

Quick look at the natural (NBO) charges, all values in e: atom 1 (C): -0.24, atom 2 (N): -0.75, atom 3 (C): 0.18, atom 4 (O): -0.94, atom 5 (C): -1.35, atom 6 (H): 0.13, atom 7 (H): 0.12, atom 8 (H): 0.34, atom 9 (H): 0.05, atom 10 (H): 0.03, atom 11 (H): 0.17, atom 12 (H): 0.15, atom 13 (H): 0.12

***

ORCA calculation (ωB97M-V/def2-TZVPD) on 2 unconnected molecules or ions with the total composition C3H8NO.

Computed properties:
energy	-248.99304	Ha
frontier orbital gap (alpha / beta)	5.92 / 10.62	eV
spin multiplicity	2
<S²>	0.753
maximum force	3.41	eV Å⁻¹
HOMO energy (alpha / beta)	-0.1938 / -0.3666	hartree

CARTESIAN COORDINATES (ANGSTROEM)
1 C 2.358 1.197 0.893
2 N 2.001 0.220 0.038
3 H 1.615 1.716 1.481
4 H 3.390 1.217 1.219
5 H 2.657 -0.410 -0.388
6 H 1.037 -0.169 -0.012
7 O -0.587 0.249 -0.113
8 C -1.653 -0.073 -0.638
9 C -2.249 -1.350 -0.229
10 H -1.816 0.535 -1.527
11 H -2.261 -2.013 -1.127
12 H -3.265 -1.345 0.170
13 H -1.606 -1.831 0.500

Quick look at the natural (NBO) charges, all values in e: atom 1 (C): -0.32, atom 2 (N): -0.80, atom 3 (H): 0.17, atom 4 (H): 0.16, atom 5 (H): 0.37, atom 6 (H): 0.41, atom 7 (O): -0.56, atom 8 (C): 0.42, atom 9 (C): -0.72, atom 10 (H): 0.15, atom 11 (H): 0.24, atom 12 (H): 0.24, atom 13 (H): 0.24

***

The evaluated relative energy (zero: lowest compared OMol25 entry of this formula, charge and spin) for the records listed, in turn: 39.0, 102.0, 75.9, 113.8, 4.2, 13.9, 93.8, 78.4, 30.8, 39.9, 19.3, 14.3 kcal/mol.